# 1
Here is a single C3H6O molecule from the OMol25 dataset. Energies are from wB97M-V/def2-TZVPD.

Calculated values
Max |F|: 0.4 eV Å⁻¹
Energy: -5255.652 eV
HOMO-LUMO gap: 10.662 eV
Energy relative to the best compared isomer or geometry (same formula, charge and spin): 4.1 kJ/mol
Structure (SMILES): CC(C)=O

Element x y z (Å)
C  0.57840  -1.05469  0.51660
C  -0.44465  0.05579  0.39639
O  -1.38563  0.08974  1.15912
C  -0.30770  1.05957  -0.72708
H  0.04726  -2.00457  0.38416
H  1.39731  -0.97960  -0.20571
H  0.98313  -1.05563  1.53613
H  0.69894  1.48635  -0.81156
H  -0.52191  0.55725  -1.67835
H  -1.04515  1.84580  -0.56969

# 2
Here is a single C3H6O molecule from the OMol25 dataset. Energies are from wB97M-V/def2-TZVPD.

Calculated values
Max |F|: 0.5 eV Å⁻¹
Energy: -5251.572 eV
HOMO-LUMO gap: 8.561 eV
Energy relative to the best compared isomer or geometry (same formula, charge and spin): 397.8 kJ/mol

Element x y z (Å)
C  1.43482  0.28114  0.26386
C  0.10147  0.82535  0.67013
C  -1.41613  -0.35693  -0.36620
O  -0.74937  -0.22741  0.89080
H  2.08678  0.49998  1.12387
H  1.82124  0.89240  -0.56272
H  1.46924  -0.79425  0.03608
H  -1.34623  0.60419  -0.89838
H  -2.46713  -0.58727  -0.18698
H  -0.93469  -1.13721  -0.97047

# 3
Here is a single C3H6O molecule from the OMol25 dataset. Energies are from wB97M-V/def2-TZVPD.

Calculated values
Max |F|: 0.4 eV Å⁻¹
Energy: -5250.662 eV
HOMO-LUMO gap: 8.566 eV
Energy relative to the best compared isomer or geometry (same formula, charge and spin): 485.5 kJ/mol

Element x y z (Å)
O  -0.01248  -0.58670  0.69681
C  -0.31287  -0.44095  -0.65222
C  1.69373  -0.21401  0.86183
C  -1.20716  0.42021  -1.10641
H  -0.59715  -0.02108  1.22667
H  0.31287  -1.10233  -1.23512
H  1.53555  0.88475  0.90488
H  1.74034  -0.51975  1.92487
H  -1.39987  0.48460  -2.16977
H  -1.75296  1.09525  -0.45154

# 4
Here is a single C3H6O molecule in a non-equilibrium geometry from the OMol25 dataset. Energies are from wB97M-V/def2-TZVPD.

Calculated values
Max |F|: 3.6 eV Å⁻¹
Energy: -5252.130 eV
HOMO-LUMO gap: 10.853 eV
Energy relative to the best compared isomer or geometry (same formula, charge and spin): 343.9 kJ/mol
Structure (SMILES): C1COC1

Element x y z (Å)
C  -0.15952  0.79907  -0.32507
C  -1.04638  -0.50410  0.14274
C  1.08646  -0.19593  0.08704
H  -0.29067  0.90879  -1.52715
H  -0.12886  1.81220  0.26792
H  -1.09249  -0.49124  1.38850
H  -2.01308  -0.60686  -0.44379
H  2.13804  -0.28459  -0.46846
H  1.33830  -0.12022  1.29080
O  0.16819  -1.31712  -0.41252

# 5
Here is a single C3H6O2 molecule in a non-equilibrium geometry from the OMol25 dataset. Energies are from wB97M-V/def2-TZVPD.

Calculated values
Max |F|: 11.8 eV Å⁻¹
Energy: -7300.656 eV
HOMO-LUMO gap: 10.166 eV
Energy relative to the best compared isomer or geometry (same formula, charge and spin): 291.6 kJ/mol
Structure (SMILES): C[C@H](O)C=O

Element x y z (Å)
C  -1.02502  -0.27049  -0.52252
C  -0.05259  0.24973  0.17311
C  1.27921  -0.64301  0.64890
H  -1.70859  0.55048  -0.66144
H  -0.73439  -0.94821  -1.36509
H  -1.54421  -1.03501  0.21140
H  -0.28360  0.71693  1.11283
H  0.02545  1.98294  -0.34376
H  2.20444  -0.02118  0.56437
O  0.60212  1.22294  -0.71281
O  1.23717  -1.80513  0.89502

# 6
Here is a single C3H6O2 molecule from the OMol25 dataset. Energies are from wB97M-V/def2-TZVPD.

Calculated values
Max |F|: 1.0 eV Å⁻¹
Energy: -7299.030 eV
HOMO-LUMO gap: 10.141 eV
Energy relative to the best compared isomer or geometry (same formula, charge and spin): 448.5 kJ/mol
Structure (SMILES): C=COOC

Element x y z (Å)
C  -1.38813  1.13020  0.58546
O  -0.69132  0.19331  -0.19992
C  1.21812  -1.48994  0.00962
C  1.30537  -0.47726  -0.85130
O  0.56667  0.69833  -0.64967
H  -2.26463  0.54265  0.88386
H  -0.86285  1.44300  1.49650
H  -1.72598  1.98951  -0.00188
H  1.62964  -2.46646  -0.21139
H  0.63001  -1.37364  0.91831
H  1.84212  -0.51453  -1.80575

# 7
Here is 2 unconnected molecules or ions with the total composition C3H6O2 from the OMol25 dataset. Energies are from wB97M-V/def2-TZVPD.

Calculated values
Max |F|: 0.4 eV Å⁻¹
Energy: -7299.113 eV
HOMO-LUMO gap: 8.673 eV
Energy relative to the best compared isomer or geometry (same formula, charge and spin): 440.5 kJ/mol

Element x y z (Å)
O  -1.33404  0.84759  0.29742
C  -0.38857  0.53196  -0.65241
C  0.93367  0.79263  -0.50016
C  -0.08801  -1.47227  -0.04438
O  -0.18923  -1.42311  1.27690
H  -0.94068  1.48192  0.91065
H  -0.83371  0.29840  -1.60933
H  1.34661  1.09595  0.45829
H  1.61245  0.71351  -1.33937
H  0.94284  -1.84143  -0.25018
H  -1.06132  -1.02515  1.45257

# 8
Here is a single C3H6O2 molecule in a non-equilibrium geometry from the OMol25 dataset. Energies are from wB97M-V/def2-TZVPD.

Calculated values
Max |F|: 3.7 eV Å⁻¹
Energy: -7299.353 eV
HOMO-LUMO gap: 7.830 eV
Energy relative to the best compared isomer or geometry (same formula, charge and spin): 417.3 kJ/mol

Element x y z (Å)
C  0.05338  -0.33797  -0.76274
C  0.89991  0.63201  -0.03813
C  -0.83438  -0.36674  0.41909
O  2.06636  0.28583  0.53120
O  -1.94965  0.49138  0.42319
H  -0.29681  0.25451  -1.52011
H  0.46793  -1.34722  -1.00145
H  0.50831  1.66094  0.27670
H  -0.59535  -0.64600  1.35246
H  2.29966  -0.61617  0.34747
H  -2.61937  -0.01057  -0.02768